A molecular structure, C6H10Br3NOS at a distorted geometry. Source: the OMol25 dataset; level of theory: ωB97M-V/def2-TZVPD.

Last column: Mulliken charge in e.
Positions of all 22 atoms, in Å:
C: 0.83520 1.54594 1.17230  -0.64
C: 1.09637 1.30254 -0.31066  -0.36
C: -0.22404 0.50801 1.66902  -0.31
C: 1.73844 -0.10915 -0.23013  -1.12
C: 0.17323 -0.92077 1.47612  -0.65
C: -2.31591 -0.84141 -2.24060  0.05
N: 0.73593 -1.09683 0.10395  0.03
O: -1.29912 -0.51209 -1.27162  -0.18
S: -0.14759 -1.82682 -1.00584  0.01
Br: -3.50423 -2.01853 -1.41686  0.02
Br: -3.25447 0.83448 -2.69635  -0.08
Br: -1.53109 -1.60749 -3.88051  -0.05
H: 1.74091 1.22321 1.83948  0.26
H: 0.53120 2.62338 1.23634  0.35
H: 0.14626 1.48612 -0.76128  0.23
H: 1.85739 1.96295 -0.59582  0.42
H: -0.54277 0.72827 2.69495  0.41
H: -1.24149 0.47367 1.16078  0.13
H: 2.18731 -0.51876 -1.04955  0.44
H: 2.53889 -0.22713 0.44192  0.51
H: 1.15191 -1.24192 2.06401  0.28
H: -0.67231 -1.76767 1.60037  0.27

Strongest force on any atom ... 4.0 eV Å⁻¹
Relative energy (zero: lowest compared OMol25 entry of this formula, charge and spin) ... 67.82 kJ/mol
LUMO energy ... -0.012 eV
Multiplicity ... 1
Kohn-Sham gap ... 8.710 eV

=====

A single C6H10Br3OP molecule at a distorted geometry. Source: the OMol25 dataset; level of theory: ωB97M-V/def2-TZVPD.

Last column: Mulliken charge in e.
Positions of all 21 atoms, in Å:
C: 0.29298 0.00460 -0.02252  0.27
C: -0.37990 -1.03232 -0.51540  0.06
C: -1.17497 1.42055 1.53460  -1.05
C: -0.28253 2.31494 -0.62393  -1.35
C: -0.05728 -3.37437 -0.79027  -0.83
C: 0.02301 1.32841 0.51371  0.41
O: 0.18356 -2.03429 -1.27136  -0.33
P: 2.20886 -0.33104 -0.78727  0.27
Br: -2.43662 -1.24599 -0.18124  -0.22
Br: 2.99209 -1.43241 1.00755  -0.20
Br: 3.35004 1.50830 -0.40410  -0.24
H: -1.92018 0.74971 1.36051  0.28
H: -0.77787 1.32410 2.65316  0.24
H: -1.57885 2.45089 1.31631  0.32
H: -1.22694 2.20010 -1.19846  0.30
H: -0.31357 3.44756 -0.28163  0.33
H: 0.49489 2.21851 -1.31648  0.47
H: -0.34480 -3.44634 0.29954  0.35
H: 0.85132 -3.86343 -0.94154  0.35
H: -0.76944 -3.89276 -1.35428  0.35
H: 0.86619 1.68531 1.00308  0.23

Strongest force on any atom ... 4.6 eV Å⁻¹
Relative energy (zero: lowest compared OMol25 entry of this formula, charge and spin) ... 109.46 kJ/mol
LUMO energy ... -0.008 eV
Multiplicity ... 1
Kohn-Sham gap ... 9.124 eV

=====

A gas-phase ion, C6H10BrN2 (charge +1) at a distorted geometry. Source: the OMol25 dataset; level of theory: ωB97M-V/def2-TZVPD.

Last column: Mulliken charge in e.
Positions of all 19 atoms, in Å:
C: -1.66441 -0.26571 -0.86754  -0.08
C: -1.86534 0.44760 1.30426  -0.03
C: -0.56686 -1.19540 -0.33413  -0.51
C: 0.24956 -0.36434 0.65159  -0.35
C: 1.97689 0.21573 -1.14708  -1.36
C: 1.06861 0.73642 -0.05324  -0.39
N: -2.28536 0.33484 0.05192  -0.23
N: -0.56643 0.40321 1.53991  -0.11
Br: -1.26664 -2.82817 0.56874  0.00
H: -1.91296 0.00902 -1.82969  0.47
H: -2.76999 0.73882 1.84478  0.43
H: 0.10367 -1.44062 -1.06852  0.47
H: 0.84985 -0.98093 1.20211  0.60
H: 2.86486 -0.39245 -0.80397  0.36
H: 2.60042 1.06089 -1.58304  0.36
H: 1.55811 -0.28455 -1.93932  0.43
H: 0.26009 1.48958 -0.53368  0.26
H: 1.42833 1.27912 0.85258  0.41
H: -0.06241 1.03694 2.14431  0.26

Strongest force on any atom ... 5.4 eV Å⁻¹
Relative energy (zero: lowest compared OMol25 entry of this formula, charge and spin) ... 180.50 kJ/mol
LUMO energy ... -5.656 eV
Multiplicity ... 1
Net charge ... +1
Kohn-Sham gap ... 8.899 eV

=====

A single C6H10BrO3P molecule at a distorted geometry. Source: the OMol25 dataset; level of theory: ωB97M-V/def2-TZVPD.

Last column: Mulliken charge in e.
Positions of all 21 atoms, in Å:
C: 0.29166 2.32246 -0.16046  0.30
C: -0.19767 -2.73651 -0.06933  0.15
C: -0.99801 2.60578 -0.13869  -0.34
C: 0.15990 -1.72561 -0.88015  -0.07
C: 1.35928 3.38138 -0.03360  -1.37
C: 0.81259 -3.77468 0.33552  -1.31
O: -0.97576 0.00917 1.60672  -0.47
O: -1.98398 1.62789 -0.25931  -0.21
O: -0.56743 -0.64071 -1.24009  -0.46
P: -1.61889 0.19367 0.31832  0.68
Br: -3.65048 -0.63775 0.01065  -0.17
H: 0.44425 1.20380 -0.14930  0.23
H: -1.11182 -2.74175 0.46581  0.30
H: -1.28859 3.56387 -0.01657  0.46
H: 1.23892 -1.49545 -1.31821  0.22
H: 2.23433 3.30697 -0.81807  0.26
H: 0.98720 4.32218 -0.06582  0.45
H: 1.74680 3.37900 0.88036  0.37
H: 1.66217 -3.61132 -0.16646  0.42
H: 1.13248 -3.83936 1.46639  0.23
H: 0.32305 -4.71302 0.23230  0.33

Strongest force on any atom ... 5.4 eV Å⁻¹
Relative energy (zero: lowest compared OMol25 entry of this formula, charge and spin) ... 200.38 kJ/mol
LUMO energy ... -0.370 eV
Multiplicity ... 1
Kohn-Sham gap ... 8.258 eV

=====

A single C6H10ClN molecule at a distorted geometry. Source: the OMol25 dataset; level of theory: ωB97M-V/def2-TZVPD.

Last column: Mulliken charge in e.
Positions of all 18 atoms, in Å:
C: 0.12827 1.28263 0.28834  -0.03
C: -0.24612 0.23764 1.33684  -0.60
C: -0.82931 0.13824 0.07957  -0.38
C: -0.23240 -0.72893 -0.95721  0.06
C: 1.13359 -1.23887 -0.60817  -0.90
C: -0.21754 -2.15920 -0.69642  -0.25
H: -0.72848 3.38597 0.08097  0.22
H: 0.35792 3.14495 1.42923  0.24
H: 0.99241 1.11470 -0.33784  0.28
H: -0.69994 0.68433 2.34170  0.23
H: 0.59285 -0.29647 1.48864  0.26
H: -1.88535 0.16659 -0.25091  0.38
H: -0.26249 -0.28854 -1.97148  0.42
H: 1.82036 -1.04098 -1.43273  0.33
H: 1.45826 -0.94270 0.38132  0.25
H: -0.57206 -2.68065 0.14301  0.35
N: -0.37724 2.60087 0.76117  -0.61
Cl: -0.43273 -3.37958 -2.07602  -0.25

Strongest force on any atom ... 5.3 eV Å⁻¹
Relative energy (zero: lowest compared OMol25 entry of this formula, charge and spin) ... 382.11 kJ/mol
LUMO energy ... 0.916 eV
Multiplicity ... 1
Kohn-Sham gap ... 10.215 eV

=====

A molecular structure, C6H10ClN4 at a distorted geometry. Source: the OMol25 dataset; level of theory: ωB97M-V/def2-TZVPD.

Last column: Mulliken charge in e.
Positions of all 21 atoms, in Å:
C: -1.68016 0.81022 0.33152  -0.83
C: -1.63902 -0.60717 0.44028  -0.07
C: -0.48346 1.57076 0.42613  0.82
C: 0.84234 -2.22268 -0.79259  -0.85
C: 1.66125 -0.97834 -0.43046  0.30
C: 0.99953 -0.27790 0.72746  -0.56
N: -0.12701 -2.44449 0.29314  -0.47
N: -0.57676 -1.27548 0.74482  0.07
N: 0.74899 1.08484 0.51260  -0.22
N: -0.58340 2.87590 0.28219  -0.45
Cl: 3.28539 -1.54197 0.03135  -0.17
H: -2.52724 1.35164 0.12332  0.38
H: -2.55816 -1.22791 0.23927  0.35
H: 0.25577 -2.07206 -1.74634  0.26
H: 1.41786 -3.25231 -0.86816  0.42
H: 1.63186 -0.27045 -1.22108  0.42
H: 1.43808 -0.54483 1.60267  0.55
H: 0.28601 -2.98991 0.99118  0.29
H: 1.56925 1.59759 0.52483  0.21
H: -1.54395 3.18254 -0.04948  0.27
H: 0.26858 3.45385 -0.03739  0.27

Strongest force on any atom ... 5.9 eV Å⁻¹
Relative energy (zero: lowest compared OMol25 entry of this formula, charge and spin) ... 216.83 kJ/mol
LUMO energy ... -3.678 eV
Multiplicity ... 1
Net charge ... +1
Kohn-Sham gap ... 9.195 eV

=====

- Which value of relative energy (zero: lowest compared OMol25 entry of this formula, charge and spin) does entry 3 give?
  180.50 kJ/mol